1.
# C49H139N11O16

A 15-piece molecular cluster, C49H139N11O16 overall in a non-equilibrium geometry (the ωB97M-V functional and the def2-TZVPD basis, OMol25).

```
215
C49H139N11O16 (the ωB97M-V functional and the def2-TZVPD basis)
C -8.258 -6.563 -1.429
H -4.455 -1.256 -1.581
H 1.366 -3.306 -0.363
O -3.959 3.179 -3.676
H 0.938 3.748 3.451
H 0.203 -5.207 -5.795
H 1.701 -4.280 -1.775
H -7.190 -2.589 2.428
H -1.451 3.842 -0.179
H 5.444 -1.418 5.695
H -6.261 5.518 -2.902
C -5.562 4.692 -4.816
H -7.935 -7.561 -1.135
H 5.076 4.145 5.816
C -5.229 3.265 -4.305
H 0.423 -7.177 2.029
H 2.018 0.190 1.670
H -1.385 2.533 4.151
H 1.095 5.630 -5.458
H 7.720 2.901 -4.918
H 3.230 1.101 3.649
H 0.549 -3.459 -5.912
H -4.439 1.837 -2.232
H 3.847 -1.247 4.139
H -0.971 -2.351 -2.878
H -3.595 -3.694 3.036
H -0.857 2.228 1.619
C 3.539 4.919 3.747
H 5.795 1.913 -2.467
H 3.743 3.433 6.714
H -5.321 -6.224 -4.121
H -0.894 5.465 -0.536
H 1.555 3.202 -3.491
H 3.963 2.219 -0.730
H -1.511 -0.101 5.035
H -4.167 -4.913 -4.358
H 5.560 -0.245 0.155
H -4.581 5.876 -3.308
H 7.125 1.251 -4.784
H 4.445 -2.713 -1.950
N 5.176 3.991 -5.132
O 3.405 3.900 4.706
O -0.173 -1.053 -1.531
H 0.524 2.679 -0.464
H -6.286 -5.245 -0.546
C 6.564 -3.395 -3.235
C -0.647 0.462 5.389
H -2.062 4.798 -1.636
O -7.300 -5.935 -2.195
C 1.234 4.579 2.810
C -1.087 -2.508 2.696
H 7.540 -3.430 -3.720
H 0.227 5.762 7.704
H -6.908 4.112 -6.328
H -5.654 -6.676 -1.380
C 1.118 -0.123 1.141
C 1.179 -4.279 -0.818
O 3.933 -4.414 1.299
H 0.690 2.373 7.084
C 2.693 4.691 2.483
H 6.140 -4.277 -3.714
H -5.427 2.558 -5.111
H 1.758 -1.483 -2.407
H -1.192 0.180 -0.172
C -1.224 4.532 -0.992
N 2.131 -1.641 -3.332
H 0.077 0.560 4.580
H -2.447 0.270 2.204
H -2.659 1.342 0.800
C 0.578 5.003 7.005
H 0.923 5.457 3.377
H -0.017 -2.362 2.847
N 0.758 2.089 0.321
O -4.118 1.572 3.787
H 1.339 -1.161 0.891
C -3.883 1.807 2.430
O -1.658 -3.796 2.922
H 6.801 2.242 -6.199
C 3.546 -1.246 -3.345
H -3.301 -5.577 2.420
C -0.650 -7.347 1.944
H -8.512 -5.932 -0.577
H -3.666 -3.558 -2.544
H -1.563 -1.816 3.390
N -2.769 -6.264 1.904
C -0.392 0.249 -0.910
H -0.892 -8.243 2.516
H 6.200 3.534 -2.633
C 3.698 -0.180 -2.259
H -7.127 -3.716 1.106
H -4.897 -4.430 1.468
C 4.000 3.223 -1.152
H -0.062 -0.090 6.124
H 4.741 0.047 -2.035
H 5.353 0.044 6.150
H 2.666 -2.890 1.438
H 1.633 -3.331 -4.077
C 0.150 2.797 6.238
C -2.569 1.305 1.886
H -2.746 1.794 -2.719
H -3.983 2.892 2.400
N -0.140 3.276 -4.703
H 4.660 2.089 -4.804
C 6.862 2.257 -5.111
N 4.743 -0.712 5.872
O 1.461 -4.251 -4.291
H -3.901 -6.296 -3.176
H -1.679 1.763 6.870
H 3.119 0.703 -2.528
C 0.212 4.839 -2.881
H 4.202 -2.717 2.402
H 1.785 0.724 -0.729
H -3.954 1.015 -3.717
C -5.421 -1.171 -1.085
H 3.146 -4.787 0.894
H -1.677 -0.759 -2.965
H 4.193 -3.296 -3.588
C 3.746 -3.033 1.464
H -9.143 -6.744 -2.039
H -4.723 1.431 1.846
O -1.520 2.150 2.309
C 3.545 0.760 4.636
C -4.798 -2.244 1.043
H 4.606 5.020 3.549
H -7.663 4.352 -4.959
H -1.469 -6.266 3.554
H -1.844 3.524 5.322
C -0.951 -4.776 2.173
H 3.172 5.865 4.146
H 0.095 -4.671 2.461
C 5.495 2.718 -4.495
C -6.104 -5.694 -1.522
H 4.757 3.789 -0.609
H -4.701 -2.704 3.585
H -0.599 5.405 -3.340
H -4.978 -1.411 1.722
H -0.549 -4.113 -4.724
H -2.783 -5.900 0.962
H -3.338 1.864 4.265
H 4.030 1.607 5.121
H 6.684 -3.646 -2.181
C 5.686 -0.314 3.533
C 1.689 4.816 -5.040
C 0.877 0.693 -0.127
H -0.644 1.049 -1.606
H 2.117 4.206 -5.836
H 2.603 0.563 5.148
C 6.029 -0.102 1.129
H 4.022 3.569 1.506
H 6.329 -1.193 3.484
H -0.901 -4.617 1.095
C -3.767 1.886 -3.089
N -1.893 2.560 5.024
C -1.026 1.877 6.004
H 3.002 3.600 -0.924
C -1.462 -6.163 2.469
H 0.886 2.815 5.435
O 4.123 3.072 -2.566
C 4.457 -0.427 4.517
H 1.420 4.554 7.532
O -5.523 -2.345 -0.187
H -0.479 3.994 -5.328
O -0.417 4.051 6.727
C -4.599 -5.584 -3.615
H 6.280 0.588 3.679
C 0.399 -4.296 -5.230
H 0.825 5.467 6.050
H -4.535 -3.419 -1.170
H -7.060 -4.308 2.791
H 1.767 -6.120 -0.348
H 3.851 -0.779 -4.281
N 3.089 3.435 1.869
N -6.887 4.698 -5.506
H 2.520 5.312 -4.538
H 0.114 -4.422 -1.000
N -4.595 -3.610 3.151
H 0.925 5.487 -2.370
O 5.837 -2.164 -3.394
H 5.037 3.758 -6.105
H 6.828 -0.832 1.256
C 5.437 2.823 -2.949
H 0.585 4.525 1.936
H 1.596 2.462 0.745
H -5.817 -3.972 -2.881
H 3.738 5.162 6.361
C -5.238 -4.773 -2.422
O 1.637 -5.269 0.077
H 3.184 2.929 2.738
H -5.476 -0.238 -0.523
H -0.912 3.134 -4.068
C -5.236 -3.478 1.875
C -1.280 -1.500 -2.271
C 4.478 -2.424 -3.000
H -0.835 -7.502 0.881
C 0.914 3.935 -3.982
H -2.131 -1.826 -1.673
H -1.320 -2.143 1.696
O 5.091 -0.180 2.224
H 6.614 0.818 1.126
H 1.705 -0.833 -3.762
H -3.744 -2.152 0.783
H -5.883 6.744 -4.065
H -5.991 2.953 -3.590
C -5.582 5.754 -3.721
H 3.377 -0.615 -1.313
H 0.315 -0.069 1.877
H 4.173 -2.587 0.565
O -0.251 3.972 -1.817
H -6.291 -1.316 -1.726
C -6.736 -3.525 2.105
C 3.996 4.181 5.963
H -4.808 4.923 -5.569
H 4.198 4.179 -4.964
N -4.094 -4.080 -1.793
H 2.854 5.448 1.715
```

HOMO energy: -8.92 eV
LUMO: 0.3 eV
HOMO-LUMO gap: 9.19 eV
F_max: 2.590 eV Å⁻¹

---

2.
# C49H34F8O8S

A 5-piece molecular cluster, C49H34F8O8S overall in a non-equilibrium geometry (the ωB97M-V functional and the def2-TZVPD basis, OMol25).

```
100
C49H34F8O8S (the ωB97M-V functional and the def2-TZVPD basis)
H 0.393 15.108 -31.163
C -4.949 24.853 -24.913
F -0.089 14.750 -28.592
H -7.019 23.381 -25.697
H -2.210 14.537 -20.935
C -2.810 25.187 -23.784
C -5.157 18.058 -19.013
C -5.206 25.749 -27.232
H -8.297 23.536 -27.832
H -4.846 17.472 -18.152
C -1.936 26.957 -25.729
H -6.558 12.381 -26.487
S -5.506 19.062 -27.118
H -6.350 19.465 -17.908
C -7.501 24.236 -27.607
F -0.179 13.278 -30.775
C -1.027 15.091 -29.512
F 0.282 19.242 -31.702
H -7.072 20.642 -19.913
H -6.094 20.186 -22.063
H -2.166 16.804 -30.050
C -3.904 19.892 -27.225
H -3.121 24.425 -23.084
F 0.623 18.396 -28.287
O -5.744 13.293 -20.605
C -6.551 13.431 -22.771
H -1.701 15.362 -25.132
H -0.232 27.301 -24.527
O -8.691 16.048 -24.073
C -0.521 14.588 -30.870
C -7.302 14.153 -23.689
H -7.010 20.667 -26.588
C -7.332 14.942 -20.907
C -8.047 15.374 -23.280
C -2.120 15.578 -24.157
H -5.416 26.304 -29.270
C -7.410 15.192 -19.556
C -4.995 18.420 -21.386
H -5.670 20.808 -25.419
C -3.473 17.017 -22.834
H -9.117 17.530 -22.149
C -7.294 13.762 -25.021
O -5.235 17.763 -26.479
C -1.149 26.738 -24.613
H -3.986 20.960 -27.052
C -2.947 16.695 -24.053
C -5.669 24.920 -26.212
H -1.518 16.898 -28.442
C -5.897 12.262 -23.173
H -1.026 25.614 -22.750
H -5.489 10.873 -24.738
F 1.203 20.486 -30.075
C -1.264 16.594 -29.460
H -7.780 14.434 -25.709
H 1.879 18.634 -30.600
C -7.980 15.753 -21.838
C -2.387 15.113 -21.832
C -1.893 14.773 -23.044
O -5.411 24.293 -23.957
C -6.007 19.129 -18.876
C 0.041 18.504 -29.520
C 0.950 19.202 -30.494
C -3.631 25.500 -24.863
C -5.974 11.807 -24.486
C -6.341 20.116 -25.908
F -1.482 14.746 -31.787
C -6.789 24.154 -26.424
C -3.632 16.625 -20.338
H -7.975 16.625 -18.087
C -5.905 25.830 -28.427
C -3.988 26.577 -27.094
C -7.966 16.399 -19.147
C -3.177 26.359 -25.866
C -6.621 12.614 -25.430
C -7.070 25.118 -28.607
H -1.263 13.893 -23.113
C -6.393 19.803 -20.035
H -7.022 14.551 -18.780
C -8.527 17.274 -20.065
C -8.650 16.905 -21.398
H -3.290 19.395 -26.474
O -0.185 17.281 -30.037
O -4.693 18.879 -23.679
C -5.852 19.491 -21.269
C -4.394 18.162 -22.728
C -6.469 13.835 -21.357
H -1.684 27.675 -26.505
O -3.207 16.081 -19.380
F -2.173 14.442 -29.142
C -4.665 17.670 -20.258
O -3.619 27.337 -27.943
H -7.016 19.513 -25.311
C -3.149 16.266 -21.695
H -7.459 25.056 -29.618
H -3.200 17.229 -24.958
H -5.402 11.654 -22.422
H -8.933 18.205 -19.681
F -1.098 19.188 -29.367
H -3.515 19.635 -28.207
C -1.591 25.830 -23.653
```

HOMO energy: -8.65 eV
LUMO: -1.1 eV
HOMO-LUMO gap: 7.56 eV
F_max: 3.420 eV Å⁻¹

---

3.
# C49H35Br2N4O4PS2Sn

C49H35Br2N4O4PS2Sn as an isolated structure (the ωB97M-V functional and the def2-TZVPD basis, OMol25).

```
98
C49H35Br2N4O4PS2Sn (the ωB97M-V functional and the def2-TZVPD basis)
C 3.566 -2.539 -3.929
C 5.283 6.258 -2.875
O -1.137 0.632 -0.892
N 0.619 2.674 -0.564
C -2.272 1.653 -4.092
C -2.792 -2.833 5.208
S 2.224 0.295 -1.456
C -3.470 2.030 2.402
C 3.361 -1.373 -3.222
C -5.634 -1.658 -3.329
S 0.363 -2.468 -0.740
H -2.571 1.801 -0.313
H -6.693 -1.613 -3.544
H -0.743 -0.230 5.887
H 1.205 -4.467 -2.481
H -1.435 1.465 2.776
H -2.938 -4.493 -0.221
C 4.721 4.993 -2.961
C -5.062 0.232 2.373
O -3.313 2.333 -0.651
H 1.556 4.367 -1.244
H -5.855 -1.197 -1.247
C -4.732 -1.928 -4.344
H 5.743 7.908 -1.580
C 2.785 -3.676 -3.676
C 2.365 -1.264 -2.236
C 4.153 4.403 -1.841
C -1.449 -1.036 6.057
C -2.189 1.788 -2.713
C -2.732 -0.246 2.788
H -5.399 2.825 -4.596
H -5.282 3.033 -2.124
N 3.175 -5.903 -4.936
H -5.565 2.290 2.029
H -1.419 1.245 -4.626
P -1.311 -1.292 3.294
C -4.051 -0.677 2.647
C -2.788 -2.343 7.564
C -1.453 -5.344 1.071
H -3.927 -3.924 6.662
H 4.070 4.673 1.527
C -3.802 -1.480 -1.777
O -1.145 -2.450 -1.470
H 3.763 3.394 -1.904
C -1.448 -1.710 -2.576
C -2.456 1.117 2.662
C -3.233 -3.109 6.494
H -3.421 -1.281 -0.783
Br 1.929 3.005 2.321
H -3.238 3.083 2.302
H -6.082 -0.116 2.265
C -3.371 -1.963 -4.107
H 0.037 -3.721 3.643
C 3.000 -4.912 -4.384
C 1.490 3.607 -0.466
C -0.611 -5.118 2.157
H -1.537 -0.710 8.176
C 3.540 4.491 0.600
C -0.622 -3.893 2.799
C 2.419 3.770 0.648
C -2.916 -1.741 -2.815
C -5.160 -1.429 -2.043
C 1.811 -3.597 -2.700
O -0.642 -1.158 -3.266
C 4.605 -2.573 -4.932
C -0.907 1.436 -2.003
H -3.138 -3.445 4.382
H -3.474 1.901 -5.857
H 4.738 4.454 -3.900
C -3.420 2.017 -4.783
Br -5.371 -2.236 -6.099
H -2.672 -2.148 -4.912
H 3.974 -0.509 -3.437
H -3.132 -2.560 8.568
C -4.497 2.531 -4.073
H 5.729 6.715 -3.749
N 5.438 -2.586 -5.721
C -3.299 2.263 -2.008
C -4.774 1.585 2.250
C 5.292 6.927 -1.658
C -4.442 2.653 -2.692
H -4.302 -1.721 2.786
Sn 0.416 0.271 0.405
C -2.311 -3.104 1.288
H 0.019 3.313 -2.361
C 4.131 5.078 -0.620
H 4.740 6.858 0.413
N -0.239 2.706 -1.592
C -1.489 -2.872 2.385
C 4.729 6.337 -0.538
C -1.899 -1.788 4.975
C -1.895 -1.305 7.344
H 0.062 -5.897 2.494
H -2.955 -2.320 0.911
C 1.585 -2.413 -2.003
H -0.252 0.945 -2.728
C -2.294 -4.335 0.635
H -1.441 -6.300 0.563
```

Energy relative to the best compared isomer or geometry (same formula, charge and spin): 0.0 kcal/mol
HOMO energy: -8.27 eV
LUMO: -0.9 eV
HOMO-LUMO gap: 7.36 eV
F_max: 0.552 eV Å⁻¹